[1]
9
Properties=species:S:1:pos:R:3 method="wB97M-V/def2-TZVPD" total_energy_ev=-25992.82578 lumo_ha="0.0058 / -0.0990" e_above_lowest_kcal_mol=32.0 spin_multiplicity=3 homo_ev="-7.6 / -9.4" s2=2.02 homo_lumo_gap_ha="0.2840 / 0.2465"
C -0.9426 -0.7274 0.1253
C 0.3889 1.1711 -0.5623
O 0.9790 -1.9094 1.4219
P 0.5743 -1.6757 0.0329
Cl 1.4635 1.4318 0.7331
H -1.3176 -0.3729 1.0771
H -1.5969 -0.6294 -0.7268
H -0.4126 1.8847 -0.6327
H 0.8642 0.8271 -1.4684

=====

[2]
33
Properties=species:S:1:pos:R:3 method="wB97M-V/def2-TZVPD" total_energy_ev=-19301.23112 lumo_ha=0.0143 e_above_lowest_kcal_mol=2.9 homo_ev=-9.6 homo_lumo_gap_ha=0.3685
C -0.4324 1.7343 -1.3501
C 0.5758 2.5210 -2.2051
C -0.0495 0.2836 -1.2387
N -1.0315 -0.6012 -0.9736
C -2.2778 -0.2530 -0.3082
C -3.5397 -0.7330 -1.0344
O 1.1092 -0.0942 -1.3979
H -0.6431 2.3077 -0.4402
H -1.4093 1.9340 -1.8176
H 0.9145 1.8995 -3.0402
H 0.2408 3.4495 -2.6432
H 1.5013 2.6103 -1.6409
H -0.8746 -1.5861 -1.0488
H -2.3342 -0.6270 0.7225
H -2.3019 0.8128 -0.0807
H -4.0654 -1.5346 -0.5255
H -3.3129 -1.0114 -2.0693
H -4.1916 0.1031 -1.2974
H 2.7652 1.4285 -0.4731
H 3.3755 1.7005 0.8664
O 2.6516 1.2086 0.4605
H 2.3676 -2.6616 -0.5089
H 1.5738 -1.7751 -1.4372
O 1.4766 -2.5412 -0.8591
H 1.7866 -1.6643 2.2141
H 1.2221 -1.9111 0.7218
O 1.0254 -1.6067 1.6338
H 0.8585 0.8095 1.8473
H 1.2290 1.9507 2.8261
O 0.8234 1.0804 2.7748
H -0.7016 -1.1217 2.5549
H -1.0022 -0.0591 3.5373
O -1.4631 -0.7240 3.0107